(1)
C48H78F18O36 | wB97M-V/def2-TZVPD

Positions of all 180 atoms, in Å:
C  -0.45152  3.97277  -3.66410
O  -0.08018  4.42111  -4.98667
C  0.19019  3.44390  -5.82670
O  0.31335  2.25987  -5.52239
O  0.29753  3.92605  -7.06947
C  0.67734  2.93873  -8.07241
H  0.43275  3.67701  -3.12617
H  -1.28224  3.21761  -3.65066
H  -0.71023  4.93043  -3.23293
H  -0.14941  2.30746  -8.29249
H  1.50294  2.31516  -7.69362
H  1.01952  3.51107  -8.88524
C  -3.61720  1.80571  0.37747
O  -3.25027  3.13621  0.86109
C  -2.11378  3.69232  0.42374
O  -1.39596  3.21906  -0.39100
O  -1.91912  4.90156  0.98584
C  -0.74183  5.60139  0.66607
H  -4.69734  1.69738  0.22315
H  -3.39083  1.08786  1.14249
H  -3.02047  1.55364  -0.47712
H  -0.81576  5.90321  -0.34592
H  0.17145  5.07859  0.93675
H  -0.85044  6.45646  1.34650
C  -7.32740  -0.77045  0.70641
O  -5.99382  -0.81619  0.14105
C  -5.18057  -1.52078  0.91841
O  -5.49215  -2.06296  1.94097
O  -3.96237  -1.52435  0.41619
C  -3.01237  -2.45225  1.13014
H  -7.77235  -1.74628  0.81474
H  -7.88100  -0.22387  -0.03920
H  -7.23473  -0.14844  1.58681
H  -3.42266  -3.40333  1.36536
H  -2.62612  -1.95176  2.03820
H  -2.26244  -2.45541  0.32150
C  -5.88572  2.21253  -5.89520
O  -4.63475  1.63422  -5.32458
C  -4.92990  0.86388  -4.22179
O  -6.05948  0.63903  -3.84700
O  -3.82451  0.46039  -3.64042
C  -4.05965  -0.47734  -2.53541
H  -6.66309  1.49364  -5.92570
H  -5.66973  2.62263  -6.90777
H  -6.18249  3.03424  -5.16242
H  -4.81667  -0.06221  -1.82916
H  -3.05521  -0.63080  -2.22857
H  -4.52914  -1.36507  -2.94573
C  -4.04369  -4.80522  -0.84279
O  -2.62786  -4.93438  -0.67014
C  -1.92034  -4.05432  -1.40907
O  -2.40979  -3.23078  -2.15534
O  -0.63016  -4.12311  -1.17265
C  0.17023  -3.07832  -1.83479
H  -4.43758  -5.12574  0.11550
H  -4.47842  -5.43026  -1.70021
H  -4.34114  -3.79670  -1.10345
H  1.14051  -3.22585  -1.32667
H  -0.30394  -2.12685  -1.63260
H  0.15174  -3.28022  -2.93790
C  -3.20829  1.63619  4.45835
O  -2.44221  0.34625  4.28312
C  -2.80123  -0.63137  5.00361
O  -3.53422  -0.57904  5.93593
O  -2.32231  -1.83193  4.51844
C  -2.33659  -2.86891  5.48569
H  -4.27985  1.51430  4.25590
H  -2.67549  2.34530  3.80544
H  -3.08115  1.94984  5.47418
H  -3.36715  -3.14265  5.78917
H  -1.69713  -2.59860  6.32020
H  -1.83707  -3.68683  4.99333
C  1.96489  3.13045  0.20309
O  2.74472  2.41598  -0.68878
C  3.01233  2.83697  -1.87060
O  2.88317  3.96781  -2.25953
O  3.61567  1.96412  -2.64476
C  4.11790  2.35572  -3.94798
H  0.91020  3.29016  -0.14738
H  2.48228  4.08645  0.33501
H  1.96334  2.56725  1.07656
H  4.63432  1.47079  -4.26234
H  4.74472  3.19209  -3.87476
H  3.29640  2.53061  -4.63078
C  -0.34327  -0.14639  2.19639
O  0.55346  0.06822  1.08887
C  -0.03350  0.06998  -0.06483
O  -1.20791  -0.21285  -0.21408
O  0.80473  0.30567  -1.05462
C  0.20893  0.58533  -2.41826
H  0.07905  0.39442  3.03692
H  -0.39315  -1.24067  2.34616
H  -1.31990  0.22144  2.04512
H  -0.12757  1.59377  -2.35362
H  -0.66981  -0.02924  -2.58615
H  1.03333  0.45655  -3.09788
C  3.23466  -1.00320  -7.15576
C  2.56993  -0.35629  -5.93358
O  2.67120  -1.16490  -4.72624
C  3.93142  -1.24920  -4.19434
O  4.93263  -1.02905  -4.70958
C  3.85270  -1.93202  -2.81027
F  5.07583  -2.04301  -2.29846
F  3.12958  -1.14961  -1.97510
F  3.29497  -3.16600  -2.86159
H  3.08479  -2.08241  -7.19721
H  4.32193  -0.74429  -7.21504
H  2.87082  -0.64405  -8.13269
H  1.52767  -0.26280  -5.99332
H  2.96444  0.64503  -5.67696
C  0.08457  -5.41994  1.62627
C  -0.19773  -4.00832  1.86277
O  0.65786  -3.55973  2.98707
C  1.98024  -3.40740  2.59021
O  2.48141  -3.60939  1.51961
C  2.74951  -2.97900  3.85192
F  4.02111  -2.67467  3.55018
F  2.18520  -1.86866  4.36704
F  2.73137  -3.97667  4.80599
H  -0.06476  -5.97172  2.58863
H  1.09337  -5.66630  1.27619
H  -0.58539  -5.87040  0.92330
H  -1.13962  -3.85583  2.43542
H  -0.23205  -3.42655  0.93443
C  3.75266  3.83891  6.40199
C  3.66662  4.55812  5.12420
O  2.26136  4.64029  4.69961
C  1.82152  3.59477  3.99147
O  2.41242  2.70003  3.56185
C  0.27637  3.71292  3.91752
F  -0.26817  3.10828  4.96778
F  -0.11616  5.03984  3.96040
F  -0.20610  3.23827  2.77573
H  3.48914  2.80558  6.25412
H  3.10807  4.23959  7.21484
H  4.73797  3.75524  6.86713
H  4.31457  4.20371  4.31563
H  3.92932  5.57381  5.20972
C  4.22213  -0.58396  0.95565
C  4.98365  0.43947  1.75882
O  4.91044  -0.04877  3.13943
C  5.32200  0.76663  4.11651
O  5.71666  1.86124  4.04922
C  5.34562  -0.05267  5.44075
F  5.51351  0.75595  6.45945
F  4.21387  -0.75897  5.58697
F  6.35891  -0.93472  5.42337
H  4.65959  -1.55903  0.77832
H  4.12474  -0.09229  -0.01331
H  3.18196  -0.71435  1.30036
H  4.66439  1.46998  1.73674
H  6.06698  0.37461  1.45153
C  1.04914  -3.40671  8.98867
C  2.07594  -2.89347  8.02319
O  1.37510  -2.04883  7.06834
C  1.54796  -0.75221  7.39869
O  2.23570  -0.32326  8.32146
C  0.84168  0.21002  6.43832
F  0.77841  1.41061  7.03618
F  1.58756  0.33821  5.31245
F  -0.32309  -0.26551  5.92608
H  0.48405  -2.55248  9.39440
H  1.50914  -3.92632  9.84209
H  0.35685  -4.07718  8.47989
H  2.46517  -3.68235  7.35783
H  2.89194  -2.30644  8.43622
C  -1.96593  -1.72027  -5.36329
C  -1.45199  -0.41043  -5.92635
O  -0.52365  -0.75762  -7.06635
C  -1.07902  -0.91007  -8.21417
O  -2.19415  -0.61916  -8.56496
C  -0.09071  -1.50687  -9.22466
F  0.73359  -2.47650  -8.77158
F  -0.69875  -1.93438  -10.32735
F  0.74091  -0.50719  -9.64768
H  -2.29659  -1.71718  -4.35285
H  -1.23877  -2.54409  -5.33690
H  -2.82711  -1.98584  -5.99611
H  -0.71690  0.13323  -5.31039
H  -2.23957  0.25709  -6.27392

As for the net charge: 0. For the HOMO-LUMO gap, the calculation gives 11.11 eV. Its energy is -6382.10916 a.u. For the strongest force on any atom, the calculation gives 0.1070 hartree/bohr. Its LUMO energy is 0.5 eV.

---

(2)
C48H79ClN11OTeTi | wB97M-V/def2-TZVPD

Positions of all 142 atoms, in Å:
Ti  0.95190  0.19020  0.52480
C  3.67400  -1.86400  -2.77620
N  2.36150  -1.80360  -2.16880
C  1.32340  -1.15520  -2.95050
C  2.01640  -2.43710  -1.01730
N  1.14180  -1.84770  -0.20700
C  0.17450  -2.75230  0.41140
C  -1.20350  -2.31540  -0.08840
N  -1.51500  -0.97460  0.40030
C  -1.90300  -1.03130  1.81690
C  -1.03190  -0.04180  2.58980
N  0.36530  -0.43620  2.48740
C  1.04610  -0.70320  3.57000
N  0.52450  -1.00050  4.79090
C  -0.63930  -1.81740  5.06590
C  1.16730  -0.55210  6.01090
N  2.42490  -0.72660  3.42660
C  3.14330  0.53160  3.27670
C  3.18800  -1.73920  4.13150
C  -2.54680  -0.39630  -0.47530
C  -3.22670  0.88400  0.01220
N  -2.30840  1.94170  0.35510
C  -2.72990  3.14890  0.36010
N  -4.05580  3.49460  0.13840
C  -5.08630  2.95120  1.00870
C  -4.50670  4.68660  -0.54980
N  -1.75020  4.11880  0.71120
C  -1.84020  4.39630  2.13740
C  -1.63310  5.34030  -0.06250
N  2.51620  -3.67630  -0.78940
C  2.77110  -4.23280  0.52410
C  2.95210  -4.55750  -1.85270
H  3.95690  -0.85610  -3.08750
H  3.70250  -2.50780  -3.65820
H  4.40500  -2.20540  -2.04950
H  1.78020  -0.41540  -3.60940
H  0.60080  -0.65780  -2.29090
H  0.80270  -1.89240  -3.57400
H  0.22190  -2.70650  1.50560
H  0.33180  -3.78890  0.09240
H  -1.97190  -3.04520  0.21040
H  -1.17050  -2.29390  -1.18210
H  -1.74450  -2.04370  2.20380
H  -2.96010  -0.79840  1.96540
H  -1.34770  0.04960  3.63170
H  -1.14410  0.93490  2.09030
H  -0.98580  -2.32960  4.17380
H  -1.45350  -1.22710  5.49450
H  -0.35870  -2.57000  5.80850
H  1.94570  0.17770  5.80170
H  1.57900  -1.38990  6.58310
H  0.41280  -0.05890  6.63330
H  4.00290  0.39240  2.62130
H  3.51370  0.87650  4.25030
H  2.47690  1.28930  2.85900
H  3.54660  -1.41890  5.11310
H  4.05800  -1.98150  3.52080
H  2.58570  -2.63660  4.25060
H  -3.35290  -1.13010  -0.63400
H  -2.06940  -0.21810  -1.44030
H  -3.84980  0.63600  0.87680
H  -3.91360  1.20780  -0.78330
H  -4.65100  2.34980  1.80280
H  -5.81340  2.35580  0.44950
H  -5.61800  3.77990  1.48400
H  -3.83340  4.94220  -1.36270
H  -4.62260  5.54350  0.12380
H  -5.48710  4.46420  -0.97750
H  -2.77080  4.90910  2.41690
H  -1.00780  5.03510  2.42720
H  -1.77090  3.46290  2.69370
H  -2.42300  6.07050  0.14110
H  -1.61860  5.09510  -1.12230
H  -0.68460  5.81060  0.20160
H  2.45420  -3.55850  1.31420
H  3.84380  -4.41740  0.62330
H  2.25530  -5.18840  0.64290
H  2.52350  -4.25870  -2.80370
H  2.60080  -5.56570  -1.62630
H  4.04000  -4.59250  -1.93190
C  1.33030  3.89540  0.32300
C  0.86350  2.47330  0.32180
O  0.91670  1.83440  1.45110
N  0.56920  1.74650  -0.69950
Te  1.48050  2.44450  -2.76320
C  2.99230  3.27710  -4.16080
C  4.21040  3.79690  -3.73810
C  4.49420  4.15730  -2.31060
C  5.21680  4.02270  -4.67140
C  5.03560  3.72660  -6.01080
C  6.13990  3.91040  -7.00020
C  3.80260  3.22770  -6.41150
C  2.77230  2.99820  -5.51270
C  1.47770  2.45470  -6.03590
C  -0.10150  3.77210  -3.27770
C  -1.35800  3.19350  -3.47750
C  -1.55680  1.73350  -3.23980
C  -2.41490  3.98760  -3.88550
C  -2.25390  5.34920  -4.11000
C  -3.38930  6.19950  -4.57600
C  -1.00400  5.90740  -3.88470
C  0.07820  5.14420  -3.46910
C  1.38800  5.83210  -3.25170
H  0.90480  4.40720  1.18120
H  1.05700  4.39230  -0.60060
H  2.41680  3.90510  0.45650
H  3.85240  3.59320  -1.62880
H  4.32540  5.22300  -2.15360
H  5.53750  3.95910  -2.07560
H  6.15890  4.43150  -4.33380
H  6.99500  4.40060  -6.54370
H  5.80180  4.50280  -7.84720
H  6.45960  2.94140  -7.38160
H  3.64320  2.99540  -7.45460
H  1.53600  2.32530  -7.11320
H  0.65500  3.13410  -5.82280
H  1.24640  1.48620  -5.58710
H  -1.26900  1.51120  -2.21160
H  -0.93580  1.15140  -3.92330
H  -2.59300  1.45240  -3.39850
H  -3.38240  3.53760  -4.04780
H  -4.26390  5.59770  -4.80530
H  -3.10270  6.75390  -5.46750
H  -3.65800  6.92970  -3.81360
H  -0.86210  6.96590  -4.04440
H  1.22980  6.82850  -2.84190
H  1.91050  5.94550  -4.20280
H  2.02430  5.25880  -2.57640
Cl  8.33210  -1.93300  0.87370
C  6.79070  -1.18090  0.68340
C  6.70600  0.14260  0.27250
C  5.46650  0.71530  0.06540
C  4.28670  -0.00850  0.26050
C  2.97710  0.61130  -0.11080
C  4.39670  -1.30640  0.74800
C  5.63190  -1.89630  0.95280
H  7.60100  0.71830  0.10260
H  5.41690  1.74610  -0.25950
H  2.88430  0.48860  -1.20760
H  3.12070  1.69130  0.04410
H  3.48620  -1.82390  1.00940
H  5.70650  -2.91020  1.31460

As for the net charge: +2. For the HOMO-LUMO gap (alpha / beta), the calculation gives 7.33 / 5.95 eV. Its multiplicity is 2. Its energy is -4131.14070 a.u. For the strongest force on any atom, the calculation gives 0.0335 hartree/bohr. Its LUMO energy (alpha / beta) is -5.1 / -6.5 eV.

---

(3)
C48H79IrN2O4P2S2Te | wB97M-V/def2-TZVPD

Positions of all 139 atoms, in Å:
Ir  1.42244  -0.67398  -0.82539
O  -0.97606  1.17442  -1.01089
C  -0.04976  0.48822  -1.12399
Te  0.84924  -3.28308  -1.22979
C  2.34014  -4.73408  -0.95129
C  3.41334  -4.80308  -0.11399
C  4.07014  -6.04898  -0.13789
C  3.48934  -6.93348  -0.98829
S  2.13044  -6.24698  -1.77999
H  3.72764  -3.97128  0.48781
H  4.93294  -6.28458  0.45771
H  3.77524  -7.94308  -1.20289
S  3.37324  -0.64168  -2.29759
C  3.16424  0.69172  -3.35979
N  2.43574  1.76862  -2.88049
C  2.33654  2.90592  -3.66449
C  2.89024  2.89722  -4.90969
C  3.56814  1.74392  -5.33799
N  3.70024  0.66462  -4.53579
H  2.12094  1.80752  -1.91319
H  1.82124  3.73932  -3.21529
H  2.83254  3.76512  -5.54699
H  4.01924  1.66392  -6.31269
O  1.63144  2.77152  -0.26829
P  2.02394  3.43852  0.99091
C  3.30874  2.40122  1.84421
C  4.12834  3.04402  2.97171
C  5.56484  3.30052  2.52931
C  6.26424  1.97912  2.20981
C  5.37214  1.04972  1.36711
C  4.19684  1.79852  0.75261
C  0.55224  3.43112  2.13081
C  -0.69656  3.81142  1.32801
C  -1.87496  3.99632  2.27691
C  -1.65816  5.24432  3.14161
C  -0.16566  5.50412  3.37671
C  0.61364  4.19442  3.46001
C  2.72124  5.11942  0.55941
C  3.15794  6.09632  1.65731
C  3.17304  7.54262  1.13211
C  3.55094  7.57702  -0.34519
C  2.46994  6.89232  -1.19229
C  1.74184  5.81732  -0.38069
H  2.70014  1.58302  2.25291
H  4.16004  2.36832  3.83021
H  3.67274  3.97612  3.30841
H  6.11034  3.81272  3.32521
H  5.56874  3.94622  1.65011
H  6.51234  1.47832  3.14821
H  7.20044  2.18982  1.68691
H  4.97174  0.24232  1.98501
H  5.95784  0.59422  0.56761
H  3.58574  1.10282  0.16731
H  4.56354  2.57742  0.07871
H  0.48694  2.35382  2.33901
H  -0.89946  3.03522  0.59171
H  -0.54006  4.74062  0.77961
H  -1.97356  3.11192  2.90951
H  -2.80046  4.09472  1.71001
H  -2.16996  5.12332  4.09771
H  -2.09016  6.11912  2.65101
H  -0.02356  6.08622  4.29041
H  0.23324  6.09982  2.55451
H  0.18034  3.57542  4.24881
H  1.64404  4.38882  3.75481
H  3.59524  4.81962  -0.03859
H  4.16014  5.83822  2.00301
H  2.48534  6.04332  2.51331
H  3.88894  8.12822  1.71131
H  2.19194  8.00342  1.26451
H  4.50434  7.06272  -0.47629
H  3.69164  8.60712  -0.67589
H  2.92574  6.44792  -2.07939
H  1.73864  7.62522  -1.53439
H  1.27404  5.08382  -1.03899
H  0.95234  6.27822  0.21671
O  -1.61986  -2.06688  -0.70279
P  -2.92646  -2.76588  -0.68749
C  -4.21576  -1.50238  -1.13099
C  -5.66026  -1.94678  -1.38019
C  -5.94466  -2.09138  -2.87189
C  -5.82586  -0.74318  -3.59359
C  -4.75056  0.14362  -2.95059
C  -3.65486  -0.70408  -2.31699
C  -2.79596  -4.28438  -1.74559
C  -2.41786  -3.96018  -3.18499
C  -1.73956  -5.18558  -3.81029
C  -2.32726  -6.49228  -3.25869
C  -3.79076  -6.29788  -2.87399
C  -3.92436  -5.31298  -1.70289
C  -3.21456  -3.36898  1.05011
C  -4.59706  -3.90848  1.42741
C  -4.49986  -4.87518  2.61321
C  -3.41006  -4.41618  3.57191
C  -2.03546  -4.58528  2.91401
C  -2.12366  -4.38228  1.39601
H  -4.19146  -0.85758  -0.24049
H  -6.34146  -1.19658  -0.96959
H  -5.87466  -2.88678  -0.87159
H  -6.94396  -2.50878  -3.01919
H  -5.23376  -2.80098  -3.29589
H  -6.78486  -0.22158  -3.56479
H  -5.58536  -0.92428  -4.64379
H  -5.19666  0.77242  -2.17839
H  -4.31586  0.80572  -3.70019
H  -2.83616  -0.07868  -1.96399
H  -3.24566  -1.38088  -3.06699
H  -1.89146  -4.71638  -1.29249
H  -1.73176  -3.11158  -3.19529
H  -3.30806  -3.69298  -3.75759
H  -0.66806  -5.15608  -3.59849
H  -1.86466  -5.14948  -4.89359
H  -1.76366  -6.82098  -2.38329
H  -2.24436  -7.27858  -4.00979
H  -4.24326  -7.25418  -2.60459
H  -4.33096  -5.91708  -3.74149
H  -3.87796  -5.86468  -0.76259
H  -4.90006  -4.82898  -1.75899
H  -3.00916  -2.45548  1.62451
H  -5.06186  -4.42568  0.59021
H  -5.24206  -3.07148  1.69691
H  -4.25246  -5.87648  2.26001
H  -5.46286  -4.93428  3.12241
H  -3.45126  -4.98678  4.49871
H  -3.58366  -3.37058  3.82821
H  -1.65006  -5.58588  3.12341
H  -1.33376  -3.87098  3.34691
H  -2.34186  -5.33518  0.91361
H  -1.16356  -4.03268  1.00521
C  1.90814  -2.55578  2.48281
O  2.18574  -1.43868  1.64801
C  1.21634  -0.59978  1.22591
C  -0.09546  -0.59938  1.95851
H  1.40554  -2.25598  3.40481
H  2.87534  -2.99898  2.71981
H  1.28274  -3.28448  1.94961
H  0.05564  -0.52478  3.03921
H  -0.65586  -1.51548  1.74571
H  -0.69956  0.24032  1.62461

As for the net charge: 0. For the HOMO-LUMO gap (alpha / beta), the calculation gives 5.20 / 5.18 eV. Its energy is -4138.32195 a.u. For the strongest force on any atom, the calculation gives 0.0780 hartree/bohr. Its LUMO energy (alpha / beta) is -0.6 / -0.6 eV.